Entry 1:
A 2-piece molecular cluster, C5H10BN overall in a non-equilibrium geometry. Source: OMol25; level of theory: ωB97M-V with the def2-TZVPD basis set.

Results
HOMO-LUMO gap in eV: 7.125
E in a.u.: -275.9602
Relative energy (zero: lowest compared OMol25 entry of this formula, charge and spin) in kJ/mol: 492.9
Charge: 0

Bonds (Å) are listed after each position.
Element x y z (Å)
1 N -0.0116 -1.8051 -1.4365  C5 1.279, H9 0.963
2 C -1.1673 1.1043 -0.2566  C4 1.480, C6 1.351, H11 1.166
3 C 2.6629 -0.0314 1.1214  B7 1.528, H8 1.089, H16 1.136, H17 1.114
4 C -2.0244 0.4376 -1.2618  C2 1.480, H10 1.079, H12 1.054, H14 1.073
5 C 0.6452 -1.2571 -0.4852  N1 1.279, B7 1.366
6 C -0.9999 0.6403 1.0012  C2 1.351, H13 1.144, H15 1.101
7 B 1.4453 -0.5062 0.3290  C3 1.528, C5 1.366
8 H 3.1647 -0.8208 1.6785  C3 1.089
9 H -0.4209 -2.6706 -1.3345  N1 0.963
10 H -1.5923 -0.5031 -1.5663  C4 1.079
11 H -0.5306 2.0372 -0.5454  C2 1.166
12 H -2.2820 0.9958 -2.1185  C4 1.054
13 H -1.3196 -0.3391 1.4982  C6 1.144
14 H -2.9154 0.1681 -0.7282  C4 1.073
15 H -0.3272 1.3120 1.5561  C6 1.101
16 H 2.2015 0.6612 1.8939  C3 1.136
17 H 3.4715 0.5768 0.6547  C3 1.114

Results of the natural (NBO) charge analysis, in e, for atoms 1 through 4: N -0.6035; C -0.1016; C -1.0392; C -0.6871

=====

Entry 2:
A 4-piece molecular cluster, C13H27NO9PS3 overall in a non-equilibrium geometry. Source: OMol25; level of theory: ωB97M-V with the def2-TZVPD basis set.

Results
HOMO-LUMO gap in eV: 7.668
E in a.u.: -2779.2000
Charge: -1

Bonds (Å) are listed after each position.
Element x y z (Å)
1 S 2.9760 4.0232 1.3891  P4 1.981
2 S 3.8906 0.9447 0.1791  P4 2.143, O9 1.579, O11 1.561, N14 1.746
3 S 1.6939 1.6120 -1.5983  O6 1.576, O10 1.571, N14 1.746, C21 1.873
4 P 2.8722 2.0687 1.6929  S1 1.981, S2 2.143, H30 1.444, H36 1.469
5 O -0.9868 2.9809 2.9173  C20 1.230
6 O 1.2231 1.2406 -3.0554  S3 1.576
7 O -1.9543 2.8165 -0.5596  C23 1.471, C27 1.487
8 O -4.3689 3.0928 -0.4210  C23 1.359
9 O 4.3992 -0.3745 0.8810  S2 1.579
10 O 2.2618 3.0713 -1.7209  S3 1.571
11 O 5.1809 1.7155 -0.2411  S2 1.561
12 O -1.7569 -1.2830 -0.6310  C15 1.230
13 O 1.5603 -5.3549 -3.4006  C25 1.230
14 N 2.8947 0.4231 -1.1574  S2 1.746, S3 1.746
15 C -1.7801 -2.4568 -0.9975  O12 1.230, C18 1.505, C24 1.505
16 C -2.6519 4.4429 3.8069  C20 1.505, H41 1.093, H47 1.093, H49 1.095
17 C 3.3634 -4.6903 -1.9834  C25 1.505, H44 1.093, H48 1.093, H53 1.095
18 C -2.8193 -3.4162 -0.4821  C15 1.505, H28 1.093, H33 1.093, H38 1.095
19 C -1.2470 2.8773 5.2885  C20 1.505, H42 1.095, H45 1.093, H46 1.093
20 C -1.5754 3.3962 3.9142  O5 1.230, C16 1.505, C19 1.505
21 C 0.1893 1.5189 -0.4868  S3 1.873, C27 1.639, H37 1.185, H54 1.194
22 C 3.2637 -4.0767 -4.4802  C25 1.505, H31 1.093, H34 1.095, H52 1.093
23 C -3.2657 2.3940 -0.0440  O7 1.471, O8 1.359, C26 1.651
24 C -0.7703 -2.9893 -1.9788  C15 1.505, H29 1.093, H39 1.095, H50 1.093
25 C 2.6323 -4.7610 -3.2974  O13 1.230, C17 1.505, C22 1.505
26 C -3.5376 1.1595 1.0176  C23 1.651, H32 1.192, H40 1.170, H43 1.192
27 C -1.2520 1.7007 -1.2466  O7 1.487, C21 1.639, H35 1.171, H51 1.193
28 H -3.4192 -3.7958 -1.3130  C18 1.093
29 H -0.1939 -3.7954 -1.5181  C24 1.093
30 H 1.5165 1.6503 1.9625  P4 1.444
31 H 4.2414 -4.5190 -4.6871  C22 1.093
32 H -4.1538 0.2930 0.4793  C26 1.192
33 H -2.3341 -4.2413 0.0454  C18 1.093
34 H 2.6254 -4.2103 -5.3600  C22 1.095
35 H -1.1864 1.9863 -2.3804  C27 1.171
36 H 3.6059 1.8561 2.9482  P4 1.469
37 H 0.2068 0.4619 0.0489  C21 1.185
38 H -3.4803 -2.8935 0.2175  C18 1.095
39 H -0.0831 -2.1857 -2.2642  C24 1.095
40 H -2.5191 0.7252 1.3963  C26 1.170
41 H -3.5976 4.0431 4.1815  C16 1.093
42 H -0.4522 2.1275 5.2129  C19 1.095
43 H -4.2065 1.5814 1.9089  C26 1.192
44 H 4.3456 -5.1600 -2.0789  C17 1.093
45 H -2.1299 2.4076 5.7292  C19 1.093
46 H -0.8958 3.6965 5.9210  C19 1.093
47 H -2.3635 5.3320 4.3733  C16 1.093
48 H 3.4686 -3.6479 -1.6723  C17 1.093
49 H -2.7817 4.7235 2.7562  C16 1.095
50 H -1.2789 -3.3499 -2.8764  C24 1.093
51 H -1.8225 0.6593 -1.1305  C27 1.193
52 H 3.3645 -3.0069 -4.2804  C22 1.093
53 H 2.7906 -5.2278 -1.2201  C17 1.095
54 H 0.2981 2.4137 0.2956  C21 1.194

Results of the natural (NBO) charge analysis, in e, for atoms 1 through 4: S -0.5429; S 1.7561; S 2.0056; P 0.5172

=====

Entry 3:
A 2-piece molecular cluster, C4H13NOS overall in a non-equilibrium geometry. Source: OMol25; level of theory: ωB97M-V with the def2-TZVPD basis set.

Results
HOMO-LUMO gap in eV: 9.785
E in a.u.: -688.3360
Relative energy (zero: lowest compared OMol25 entry of this formula, charge and spin) in kJ/mol: 138.3
Charge: 0

Bonds (Å) are listed after each position.
Element x y z (Å)
1 S -2.8361 1.7383 -0.4131  C5 1.806, H8 1.397
2 O 1.8054 -2.0783 4.0682  H16 0.988, H19 0.950
3 N 0.4908 -0.5578 -0.0903  C4 1.495, C6 1.509, H13 1.042
4 C -0.5327 0.3826 -0.6409  N3 1.495, C5 1.511, C7 1.575, H15 1.094
5 C -1.9588 0.1758 -0.1853  S1 1.806, C4 1.511, H9 1.086, H17 1.089
6 C 1.5920 0.2084 0.5997  N3 1.509, H12 1.085, H18 1.092, H20 1.173
7 C -0.3262 0.3602 -2.2025  C4 1.575, H10 1.136, H11 1.124, H14 1.059
8 H -3.2178 1.5136 -1.7378  S1 1.397
9 H -2.5400 -0.5926 -0.6873  C5 1.086
10 H 0.7423 0.6236 -2.4844  C7 1.136
11 H -1.0132 1.1344 -2.6403  C7 1.124
12 H 2.2917 -0.4823 1.0575  C6 1.085
13 H 0.8622 -0.9494 -0.9813  N3 1.042
14 H -0.5205 -0.5912 -2.6245  C7 1.059
15 H -0.3399 1.4124 -0.3256  C4 1.094
16 H 2.1798 -2.5971 3.3152  O2 0.988
17 H -1.9758 -0.0866 0.8718  C5 1.089
18 H 2.1304 0.7116 -0.2067  C6 1.092
19 H 2.0628 -1.1869 3.8645  O2 0.950
20 H 1.1036 0.8611 1.4432  C6 1.173

Results of the natural (NBO) charge analysis, in e, for atoms 1 through 4: S -0.0504; O -0.9318; N -0.6273; C -0.0729